## one
Density functional theory data (the ωB97M-V functional and the def2-TZVPD basis) for the ion C7H9N with charge +1.

Summary:
Expectation value of S²: 0.77

Geometry as ORCA input:
```
! RIJCOSX wB97M-V def2-TZVPD def2/J DEFGRID3
* xyz 1 2
C -2.174 0.196 -1.167
C -0.644 0.354 -0.653
C -0.302 1.635 -0.816
N 0.785 1.901 -0.051
C 1.244 0.631 0.557
C 0.285 -0.349 0.241
C 0.072 -1.675 0.908
C 1.062 -2.607 1.173
H -2.648 1.145 -1.571
H -2.165 -0.464 -1.937
H -2.826 -0.347 -0.647
H -0.737 2.455 -1.382
H 1.463 2.695 -0.082
H 2.211 0.387 1.091
H -0.998 -2.006 0.990
H 2.131 -2.651 0.855
H 0.820 -3.629 1.595
*
```


## two
Density functional theory data (the ωB97M-V functional and the def2-TZVPD basis) for a structure of composition C7H9N.

Summary:
Expectation value of S²: 0.78

Geometry as ORCA input:
```
! RIJCOSX wB97M-V def2-TZVPD def2/J DEFGRID3
* xyz 1 2
C 0.380 1.562 -0.084
C -0.404 1.947 1.085
N -1.889 1.608 1.174
C -1.134 0.414 1.255
C -0.013 0.246 0.278
C 0.180 -1.065 -0.281
C 1.072 -1.290 -1.297
C 1.496 -2.695 -1.755
H 1.391 1.834 -0.300
H -0.027 2.118 2.082
H -2.174 1.842 0.215
H -1.469 -0.405 1.890
H -0.280 -2.032 -0.403
H 1.775 -0.485 -1.549
H 1.334 -2.859 -2.821
H 0.694 -3.232 -1.197
H 2.405 -3.185 -1.424
*
```


Computed energies relative to the best structure, in eV: one 0.000; two 3.684


## one
Density functional theory data (the ωB97M-V functional and the def2-TZVPD basis) for a structure of composition C5H10N3.

Summary:
Expectation value of S²: 2.01

Geometry as ORCA input:
```
! RIJCOSX wB97M-V def2-TZVPD def2/J DEFGRID3
* xyz 1 3
C -1.310 0.059 1.025
C 0.117 0.179 -0.856
C 1.871 0.816 -0.243
C -2.318 0.228 -1.017
C 1.565 -1.391 0.940
N -1.113 0.124 -0.273
N 1.223 -0.214 0.039
N 2.537 1.754 -0.058
H -2.360 0.039 1.309
H 0.135 0.074 -1.901
H -2.882 1.127 -0.975
H -2.020 0.257 -2.082
H -2.956 -0.690 -0.735
H 0.728 -1.623 1.609
H 1.835 -2.313 0.262
H 2.462 -1.010 1.465
H 3.033 2.564 -0.314
H -0.549 0.021 1.805
*
```


## two
Density functional theory data (the ωB97M-V functional and the def2-TZVPD basis) for the ion C5H10N3 with charge +1.

Summary:
Expectation value of S²: 2.01

Geometry as ORCA input:
```
! RIJCOSX wB97M-V def2-TZVPD def2/J DEFGRID3
* xyz 1 3
C 1.763 -0.337 0.121
C 1.194 1.037 -0.290
C 0.903 -1.517 0.069
C -1.140 0.811 -0.387
C -1.275 -0.620 -0.487
N -0.087 1.349 0.391
N -0.387 -1.570 -0.001
N -2.206 0.020 0.409
H 2.646 -0.423 -0.571
H 2.311 -0.240 1.096
H 1.921 1.810 0.072
H 1.126 0.967 -1.385
H 1.412 -2.363 -0.010
H -1.652 1.509 -1.078
H -0.340 2.278 0.533
H -0.956 -2.391 0.235
H -2.139 -0.264 1.464
H -3.095 -0.057 -0.180
*
```


Computed energies relative to the best structure, in eV: one 0.128; two 0.000


## one
Density functional theory data (the ωB97M-V functional and the def2-TZVPD basis) for a cluster of 2 separate species, H5ISi2 in total.

Geometry as ORCA input:
```
! RIJCOSX wB97M-V def2-TZVPD def2/J DEFGRID3
* xyz 0 1
Si 0.646 -0.156 0.973
Si -1.761 0.353 -0.937
I -0.240 1.341 -2.653
H 1.298 -0.107 -0.291
H 1.476 -0.501 2.186
H -0.365 -1.149 0.801
H -1.143 -0.972 -1.127
H 0.089 1.192 1.046
*
```


## two
Density functional theory data (the ωB97M-V functional and the def2-TZVPD basis) for a cluster of 2 separate species, H5ISi2 in total.

Geometry as ORCA input:
```
! RIJCOSX wB97M-V def2-TZVPD def2/J DEFGRID3
* xyz 0 1
Si 0.354 0.096 1.257
Si -0.236 0.410 -0.922
I 0.142 -1.882 -1.953
H -0.666 -0.338 2.274
H 1.558 -0.927 1.212
H 1.227 1.195 1.696
H -0.163 1.139 -2.155
H -2.218 0.308 -1.409
*
```


Computed energies relative to the best structure, in eV: one 0.000; two 0.418